Record 1
{"formula": "C5H14NO", "method": "the ωB97M-V functional and the def2-TZVPD basis", "elements": ["C", "C", "C", "C", "C", "N", "H", "H", "H", "H", "H", "H", "H", "H", "H", "H", "H", "H", "H", "H", "O"], "xyz": [[1.2458, 0.0495, 0.7850], [0.1768, -0.9279, 1.1708], [-1.0588, -1.1074, 0.3645], [-2.0892, -0.2515, 0.5871], [-3.0302, 0.2371, -0.4385], [2.1567, -0.7474, -0.2257], [1.8704, 0.3936, 1.6239], [1.0943, 0.9515, 0.1630], [-0.2117, -0.4505, 1.9915], [0.5738, -1.9041, 1.6038], [-1.0564, -1.7450, -0.5106], [-2.3927, 0.0159, 1.6639], [-3.7969, -0.5772, -0.8498], [-2.5937, 0.7594, -1.2911], [-3.7561, 0.8105, 0.1116], [1.3314, -1.2703, -0.6067], [2.7879, -1.2982, 0.3683], [2.6172, 0.0124, -0.6777], [2.1656, 2.7870, -1.3422], [2.0850, 2.2356, -2.7328], [1.8807, 2.0272, -1.7583]], "forces_ev_per_angstrom": [[1.7, 0.1, -1.1], [-0.3, -1.8, 1.2], [-0.2, 1.5, -0.8], [0.1, -1.2, 1.0], [-3.0, -2.2, -0.6], [-1.7, -0.1, 2.8], [-0.2, -0.5, -0.2], [-1.3, -0.5, 0.6], [-1.0, 1.0, 2.7], [0.2, 1.1, -0.7], [0.1, 0.3, -0.5], [1.3, 0.2, -1.6], [2.0, 1.2, 0.5], [0.0, 0.0, 0.3], [-0.1, 1.0, -0.3], [1.9, 0.2, -1.0], [-0.2, -0.3, -0.8], [0.5, 0.1, -1.8], [0.9, 2.7, 1.6], [-0.6, -0.7, 2.1], [-0.2, -2.2, -3.6]], "nbo_charge": [-0.20, -0.52, -0.25, -0.11, -0.69, -0.71, 0.23, 0.25, 0.26, 0.23, 0.20, 0.21, 0.25, 0.24, 0.24, 0.47, 0.44, 0.46, 0.48, 0.50, -0.97], "e_homo_ev": -12.4, "e_tot_ha": -328.56595, "e_above_lowest_kcal_mol": 75.48, "total_charge": 1}



Record 2
{"formula": "C5H14NO", "method": "the ωB97M-V functional and the def2-TZVPD basis", "elements": ["C", "C", "C", "C", "C", "N", "H", "H", "H", "H", "H", "H", "H", "H", "H", "H", "H", "H", "H", "H", "O"], "xyz": [[-1.1750, -0.3977, -0.2922], [-0.5131, 0.9732, -0.1416], [0.8102, 1.0280, 0.5879], [0.7821, 1.4306, 1.8695], [1.9985, 1.5540, 2.8388], [-0.2845, -1.3269, -1.1244], [-2.1318, -0.5749, -1.0926], [-1.3970, -0.7823, 0.8405], [-1.1879, 1.5641, 0.4018], [-0.4494, 1.5492, -1.1073], [1.6302, 0.7458, 0.1502], [-0.1325, 1.5419, 2.6141], [2.2788, 2.5906, 2.8877], [2.8862, 1.1474, 2.3801], [1.9940, 1.0201, 3.7129], [0.6697, -0.8512, -1.1903], [-0.7956, -1.5999, -2.1301], [-0.2369, -2.1987, -0.5433], [-1.4457, -2.0027, -4.1463], [-1.6547, -3.1676, -3.2040], [-1.6455, -2.2431, -3.3115]], "forces_ev_per_angstrom": [[-2.5, -1.1, -0.8], [0.1, 0.3, -2.0], [-5.7, 1.5, 3.8], [0.2, -0.9, 3.4], [0.4, 0.6, -4.4], [0.6, -0.7, 0.3], [1.7, 1.6, 3.2], [0.5, 0.4, -3.1], [-1.1, 0.8, 0.9], [0.0, -0.9, 0.5], [4.8, -1.2, -2.4], [1.1, 0.1, -2.6], [-0.3, 0.6, 0.8], [0.4, -0.3, -0.7], [-1.0, -0.8, 2.5], [-1.4, -1.4, -0.2], [1.4, 0.5, 1.9], [0.6, 0.7, -1.0], [1.0, 1.0, -4.6], [-0.1, -1.9, -0.2], [-0.8, 0.9, 4.8]], "nbo_charge": [-0.22, -0.48, -0.27, -0.09, -0.66, -0.77, 0.23, 0.25, 0.25, 0.23, 0.19, 0.21, 0.24, 0.21, 0.23, 0.44, 0.48, 0.44, 0.50, 0.50, -0.91], "e_homo_ev": -13.0, "e_tot_ha": -328.55803, "e_above_lowest_kcal_mol": 80.45, "total_charge": 1}